Formula: H8O4
Source: the OMol25 dataset
Level of theory: wB97M-V/def2-TZVPD

Computed properties:
total energy	-8319.822	eV
highest occupied orbital energy	-0.39440	Ha
relative energy (zero: lowest compared OMol25 entry of this formula, charge and spin)	0.854	eV
HOMO-LUMO gap	11.0289	eV
SMILES	O.O.O.O

Structure (XYZ):
```
12
Properties=species:S:1:pos:R:3:forces:R:3
O -1.5257 -1.0801 2.4221 -0.077 0.581 -0.116
H -0.7697 -0.9311 1.8361 -0.071 -0.218 -0.012
H -1.3197 -1.9151 2.8321 0.063 -0.418 0.192
O -0.0217 0.7999 -0.0799 0.011 -1.512 0.648
H 0.1193 1.2689 -0.8809 0.097 1.005 -1.359
H -0.1667 1.4589 0.5721 -0.322 0.819 1.007
O 0.4293 1.8649 -2.5199 0.487 0.041 0.109
H -0.0447 1.0969 -2.8569 0.196 -0.041 -0.212
H 1.3623 1.6079 -2.4069 -0.526 0.017 -0.355
O 0.5933 -1.7331 0.5511 -0.486 -0.498 -0.374
H 0.0233 -1.3161 -0.1219 0.455 -0.094 0.539
H 1.3203 -1.1221 0.6531 0.173 0.320 -0.068
```
Positions in Å, forces in eV/Å.

Charges in e, computed with Löwdin, in the same order as the atoms:
1. O -0.069
2. H -0.017
3. H 0.022
4. O -0.024
5. H -0.038
6. H 0.045
7. O -0.042
8. H 0.063
9. H 0.073
10. O -0.076
11. H 0.034
12. H 0.029